1.
The following is a quantum chemistry calculation of C29H45B2F5Li2N6O14 as an isolated structure at a distorted geometry, from the Open Molecules 2025 dataset.

The value obtained for the frontier orbital gap is 1.2134 eV. The value obtained for the LUMO energy is -4.45 eV. Its highest occupied orbital energy is -0.20817 hartree.

Atoms and positions in Å:
1 C 3.546 -4.269 2.023
2 H -1.169 -6.341 -1.507
3 O -3.149 0.061 0.045
4 H 0.781 1.389 -8.054
5 H -0.215 2.046 -6.755
6 F -2.796 -3.542 3.121
7 F -6.606 -3.416 -4.434
8 H -0.487 1.905 0.894
9 H 0.529 0.020 0.647
10 H -1.450 -3.132 -4.016
11 O -0.116 -1.132 5.716
12 H -4.511 -7.205 -0.230
13 O -2.275 0.868 4.305
14 C -0.954 -4.098 -3.999
15 C -0.585 -3.369 -0.993
16 H 2.513 8.775 2.721
17 O -2.815 -2.475 1.439
18 Li 3.815 3.279 -0.175
19 H 0.606 1.773 -4.288
20 O 3.982 4.946 1.662
21 C 2.553 0.447 1.226
22 H 0.209 -6.290 -2.611
23 O -2.154 0.905 1.871
24 C -0.557 -5.669 -2.128
25 C -0.109 2.474 0.045
26 F -4.385 -3.112 -4.979
27 H 1.102 0.039 -6.015
28 C 3.016 -0.040 2.616
29 O 1.949 5.878 1.439
30 C -2.664 -0.063 1.127
31 F -4.952 -4.375 -3.135
32 H -0.082 -4.314 -4.622
33 H -1.338 9.571 1.923
34 C 1.442 2.585 0.143
35 H 1.763 -0.620 -0.463
36 C -1.456 -5.090 -3.197
37 N -0.162 -2.424 -0.206
38 O -1.907 -1.160 3.012
39 H 0.313 -3.050 6.315
40 C 1.575 1.020 -6.080
41 H -3.556 -6.146 -1.202
42 H 3.449 0.444 0.590
43 C -2.485 -1.393 1.890
44 C 2.291 2.944 -4.705
45 C 1.617 1.639 -4.677
46 C -3.746 -8.001 -2.010
47 H 0.595 7.454 1.216
48 H -0.579 3.453 -0.016
49 O 1.099 1.479 4.815
50 H 3.807 0.633 2.955
51 H -0.676 9.257 3.457
52 C 1.163 -4.879 -0.473
53 O -0.191 0.527 3.252
54 C 1.369 7.113 1.897
55 H 1.312 1.898 2.189
56 H 1.832 2.910 -1.967
57 C 2.718 -4.029 1.194
58 C 2.062 1.899 1.393
59 C 1.504 -0.464 0.584
60 H 4.173 -4.340 2.882
61 C 2.037 2.129 -1.229
62 O 1.375 -1.716 1.294
63 H 1.505 1.249 -1.585
64 N -1.506 9.130 2.852
65 H 1.710 -5.806 -0.553
66 H -1.489 -3.142 -1.548
67 Li -3.384 9.525 5.169
68 H -0.375 1.930 -0.864
69 C 0.812 1.879 -7.082
70 H 2.748 8.532 0.983
71 H 2.194 -0.017 3.334
72 N 2.822 3.962 -4.722
73 H -4.220 -9.921 -2.470
74 H 3.447 -1.040 2.565
75 F -5.372 -5.174 -5.256
76 O -1.497 1.910 6.142
77 H 3.132 1.912 -1.233
78 H -2.377 9.600 3.347
79 H -2.464 -5.453 -3.411
80 N 0.929 -2.688 0.462
81 N -3.957 -7.053 -1.051
82 H 1.711 -2.055 6.011
83 C 0.659 -1.984 6.358
84 H -1.700 8.122 2.732
85 C -1.322 1.380 5.088
86 H -4.908 -9.402 -0.972
87 H 0.742 -1.823 7.456
88 C 0.004 -4.640 -1.217
89 H 0.931 6.952 2.883
90 C 1.558 -3.847 0.363
91 C 3.255 5.902 1.751
92 C 2.571 8.029 1.934
93 C 0.022 1.155 4.403
94 H 1.290 2.850 -7.221
95 O 3.646 7.104 2.175
96 H 2.593 0.864 -6.441
97 H 2.892 2.521 1.762
98 H 1.670 3.660 0.239
99 N -4.348 -9.206 -1.780
100 H 2.159 0.984 -3.992
101 O -3.077 -7.789 -3.009
102 B -1.635 0.302 3.122
103 B -5.343 -4.019 -4.457

2.
The following is a quantum chemistry calculation of C3H3FO2V as an isolated structure at a distorted geometry, from the Open Molecules 2025 dataset.

As for the net charge: +2. The multiplicity is 4. The value obtained for the frontier orbital gap (spin up / spin down) is 7.8574 / 8.5702 eV. The value obtained for the LUMO energy (spin up / spin down) is -11.02 / -10.32 eV. Its highest occupied orbital energy (spin up / spin down) is -0.69378 / -0.69435 hartree.

Atoms and positions in Å:
1 V -1.614 -0.553 3.197
2 O 0.678 0.303 1.439
3 C -0.008 -0.146 -1.405
4 F -1.407 1.206 1.301
5 H 0.039 0.280 -2.408
6 C 2.261 -0.415 -0.264
7 H -0.503 -1.118 -1.403
8 C -0.526 0.103 1.358
9 H -0.347 0.785 -0.727
10 O 1.427 -0.446 -1.088

3.
The following is a quantum chemistry calculation of a 2-piece molecular cluster, C4H10FP overall at a distorted geometry, from the Open Molecules 2025 dataset.

The value obtained for the frontier orbital gap is 8.8332 eV. The value obtained for the LUMO energy is 0.30 eV. The calculation puts the energy above the lowest of the compared OMol25 structures with the same formula, charge and spin at 49.9 kcal per mole. Its highest occupied orbital energy is -0.31357 hartree.

Atoms and positions in Å:
1 H -0.891 1.527 0.368
2 H -0.121 -0.117 1.787
3 H 1.232 1.647 -0.146
4 H -2.223 1.374 -0.814
5 C -1.169 1.217 -0.732
6 H 2.553 0.266 0.836
7 H 1.180 -1.240 1.840
8 H -0.578 -1.687 1.529
9 H -0.684 -0.784 -1.967
10 C 0.372 -0.845 -0.169
11 C -0.795 -0.303 -0.899
12 P 2.215 0.785 -0.386
13 F 0.995 -1.960 -0.752
14 C 0.218 -1.040 1.264
15 H -1.724 -0.727 -0.387
16 H -0.581 1.888 -1.372

4.
The following is a quantum chemistry calculation of a 2-piece molecular cluster, C8H16 overall at a distorted geometry, from the Open Molecules 2025 dataset.

The value obtained for the frontier orbital gap is 9.9135 eV. The value obtained for the LUMO energy is 1.18 eV. The calculation puts the energy above the lowest of the compared OMol25 structures with the same formula, charge and spin at 34.4 kcal per mole. Its highest occupied orbital energy is -0.32112 hartree. Its structure (SMILES) is C/C=C/C.C/C=C/C.

Atoms and positions in Å:
1 C -1.007 -1.387 -0.691
2 H -0.457 2.939 0.444
3 H 1.404 0.515 0.286
4 C -2.066 -0.645 0.070
5 C -0.697 1.381 1.966
6 H -1.877 -0.810 1.142
7 H 0.199 -3.206 -1.950
8 H 0.126 -2.315 0.887
9 C 1.851 2.286 -0.899
10 H -3.094 -0.944 -0.234
11 H -1.955 0.421 -0.095
12 C 1.029 1.512 0.111
13 H 2.818 1.792 -1.041
14 H 1.361 -3.858 -0.650
15 H -0.987 -1.311 -1.737
16 H -0.223 0.421 2.132
17 C 0.028 -2.163 -0.192
18 C 0.893 -2.991 -1.115
19 H -1.783 1.399 1.822
20 C -0.052 1.978 0.767
21 H -0.503 2.010 2.838
22 H 1.804 -2.469 -1.459
23 H 1.328 2.297 -1.896
24 H 1.957 3.291 -0.582

5.
The following is a quantum chemistry calculation of C36H51IN2OS2Si3Sn as an isolated structure, from the Open Molecules 2025 dataset.

As for the net charge: -2. The value obtained for the frontier orbital gap is 5.9061 eV. The value obtained for the LUMO energy is 4.06 eV. The calculation puts the energy above the lowest of the compared OMol25 structures with the same formula, charge and spin at 4.9 kcal per mole. Its highest occupied orbital energy is -0.06784 hartree.

Atoms and positions in Å:
1 C 3.466 -2.888 -1.184
2 O -2.425 1.381 0.722
3 H -0.247 1.285 -4.777
4 H -5.274 2.188 -1.685
5 C 3.863 2.294 -2.267
6 H -5.740 -0.776 -2.629
7 H 0.902 -3.836 3.783
8 H 2.385 -4.111 5.686
9 H 4.791 4.181 -2.653
10 C 3.790 4.155 -0.741
11 H 1.966 -2.790 1.989
12 H -2.108 -2.257 3.603
13 H 2.795 -3.384 -1.874
14 H -3.843 3.169 -1.383
15 C 3.072 1.544 -1.376
16 H -0.880 -2.324 1.092
17 C 0.582 -1.727 4.045
18 H 1.207 -3.941 0.877
19 C 0.854 -0.607 4.884
20 C 3.820 6.008 0.815
21 C -2.642 2.311 1.752
22 C 2.306 -2.033 6.242
23 H -5.648 -0.512 -0.053
24 H -5.041 2.937 -0.105
25 H -3.194 1.185 -4.977
26 C 3.029 3.366 0.176
27 H -2.651 2.829 -4.612
28 I 1.668 2.780 2.920
29 C -2.629 -0.023 -1.681
30 H -2.143 -1.015 2.318
31 H 0.539 0.550 -3.385
32 C 3.114 5.228 1.751
33 C -1.076 2.691 -1.967
34 C 4.147 5.482 -0.402
35 H 5.216 -3.647 -2.164
36 C 0.696 -2.250 -1.058
37 C -4.523 2.442 -0.932
38 H -1.690 -0.560 3.968
39 H -2.987 -3.164 -4.237
40 C 1.137 -2.962 4.379
41 C -3.683 -2.883 -0.946
42 H -4.406 -3.637 -1.267
43 C 2.726 3.956 1.433
44 H -0.001 2.763 -2.152
45 H -4.071 -2.415 -0.041
46 H -5.464 0.649 1.261
47 N -0.224 -1.589 2.883
48 C -2.345 -2.561 -3.588
49 H -0.563 -0.403 -4.380
50 S 0.128 1.001 4.773
51 C -4.918 -0.039 0.610
52 C 4.197 3.584 -1.969
53 H 6.776 -2.537 -0.581
54 C 1.987 -3.129 5.461
55 H -4.010 2.121 -3.726
56 H 2.815 0.528 -1.664
57 H -0.562 -3.593 2.277
58 H -1.640 -3.238 -3.103
59 H 2.879 5.638 2.726
60 S 3.272 -0.453 2.045
61 H -2.758 -3.400 -0.676
62 H -5.582 -2.417 -3.274
63 C 5.704 -2.420 -0.466
64 H -4.970 -1.032 -4.192
65 H 1.122 -1.749 -1.925
66 C 4.836 -3.035 -1.354
67 H -1.215 2.605 -0.888
68 C 2.946 -2.126 -0.144
69 H -0.300 -1.830 -0.894
70 Si -1.842 1.172 -2.840
71 C -5.081 -1.448 -3.186
72 H 4.697 6.071 -1.129
73 C 1.188 -2.898 1.236
74 H -3.558 2.089 2.316
75 C -0.394 0.586 -3.950
76 C 1.732 -0.806 5.958
77 Si -3.371 -1.570 -2.307
78 C 3.824 -1.465 0.734
79 H -4.495 -0.820 1.245
80 C -0.180 -2.639 1.872
81 C 2.625 2.038 -0.170
82 Si -3.564 0.872 -0.387
83 H 0.592 -3.322 -1.278
84 C 5.199 -1.641 0.562
85 H 3.000 -2.132 7.069
86 N 1.544 -2.017 0.103
87 H 4.113 7.020 1.073
88 H -1.799 2.269 2.446
89 H 1.959 0.056 6.571
90 H 4.194 1.847 -3.199
91 H -1.766 -1.897 -4.230
92 H 5.863 -1.137 1.252
93 C -3.034 1.905 -4.168
94 C -1.627 -1.341 3.217
95 H -1.533 3.631 -2.288
96 H -2.725 3.328 1.348
97 Sn 1.159 0.691 1.033

6.
The following is a quantum chemistry calculation of C21H34N3OPSeSiSn as an isolated structure at a distorted geometry, from the Open Molecules 2025 dataset.

The value obtained for the frontier orbital gap (spin up / spin down) is 4.6748 / 4.6742 eV. The value obtained for the LUMO energy (spin up / spin down) is -0.53 / -0.53 eV. The calculation puts the energy above the lowest of the compared OMol25 structures with the same formula, charge and spin at 0.0 kcal per mole. Its highest occupied orbital energy (spin up / spin down) is -0.19135 / -0.19133 hartree.

Atoms and positions in Å:
1 H -2.981 2.793 0.085
2 C 0.874 -3.696 -1.877
3 H 3.095 2.613 -2.294
4 C 0.137 -1.127 -4.633
5 C 3.400 1.928 -1.490
6 H -2.359 2.179 1.619
7 H -3.325 -0.073 4.596
8 H -1.634 -0.715 2.395
9 Se 1.392 -1.126 1.513
10 C -1.275 0.424 4.196
11 P -0.198 0.233 -3.463
12 H -0.061 1.865 0.706
13 H 0.158 2.632 -3.718
14 C -0.076 0.937 4.665
15 N -0.972 -0.236 2.999
16 C -1.178 -5.565 -1.430
17 C -2.002 0.446 -3.588
18 H 1.205 -1.379 -4.622
19 C -1.435 -4.220 -1.229
20 H -1.965 -6.300 -1.250
21 H -0.177 4.283 -0.310
22 H -3.150 0.856 6.972
23 H -1.021 1.786 7.790
24 C -0.892 2.285 0.026
25 C -0.420 -3.200 -1.426
26 H -2.492 -0.488 -3.279
27 N -0.724 -1.943 -1.212
28 C 0.066 1.440 5.956
29 H 2.896 -0.135 3.805
30 H -0.880 3.531 -1.752
31 C -2.410 0.366 4.995
32 H 2.489 1.218 4.910
33 H 1.665 -2.954 -2.035
34 C 1.102 -5.044 -2.090
35 C -1.075 1.405 6.769
36 H 0.290 -7.055 -2.029
37 H -0.163 -0.817 -5.645
38 O -1.315 1.113 -0.658
39 H 1.550 1.694 -4.330
40 H 2.892 -0.062 -3.274
41 C -0.263 3.340 -0.865
42 N 0.915 0.552 3.754
43 Sn 0.278 -0.176 -0.785
44 H -0.438 -2.012 -4.330
45 H 2.084 -5.376 -2.436
46 H -2.275 0.688 -4.626
47 H 0.749 3.074 -1.196
48 H 2.695 1.515 3.158
49 C 0.091 -5.993 -1.866
50 H 4.500 1.879 -1.475
51 C -2.112 2.806 0.758
52 C 2.338 0.802 3.912
53 Si 2.755 0.178 -1.802
54 C -2.293 0.875 6.298
55 H 1.032 1.826 6.282
56 H -2.414 -3.867 -0.898
57 H 3.058 2.322 -0.523
58 C 0.454 1.733 -4.277
59 H 0.039 1.785 -5.294
60 H -1.973 3.834 1.105
61 C 0.378 -0.196 2.752
62 H -2.335 1.248 -2.916
63 H 3.709 -0.729 -1.092

7.
The following is a quantum chemistry calculation of H20KrO10 as an isolated structure, from the Open Molecules 2025 dataset.

The value obtained for the frontier orbital gap is 9.7267 eV. The value obtained for the LUMO energy is -0.39 eV. The calculation puts the energy above the lowest of the compared OMol25 structures with the same formula, charge and spin at 17.7 kcal per mole. Its highest occupied orbital energy is -0.37193 hartree.

Atoms and positions in Å:
1 O -9.675 -18.993 6.085
2 H -16.231 -21.791 5.735
3 H -14.247 -24.008 2.330
4 O -9.834 -19.529 3.336
5 H -17.187 -20.847 6.432
6 H -12.111 -21.517 9.601
7 H -10.809 -18.268 9.232
8 H -11.423 -19.488 8.579
9 O -11.335 -18.540 8.480
10 H -10.556 -18.966 3.056
11 H -8.981 -19.580 6.384
12 H -11.511 -22.268 8.432
13 H -13.787 -21.664 8.526
14 O -14.571 -23.152 2.611
15 O -16.268 -20.946 6.183
16 H -14.381 -23.397 5.833
17 O -12.363 -18.440 1.709
18 O -15.271 -23.495 5.493
19 O -11.906 -21.430 8.671
20 O -14.690 -21.372 8.653
21 H -10.300 -18.972 6.810
22 H -16.921 -17.697 5.227
23 H -14.431 -23.141 3.558
24 H -14.992 -21.137 7.776
25 H -16.669 -19.034 4.564
26 Kr -13.194 -20.063 5.328
27 H -9.833 -19.461 4.291
28 H -13.163 -17.987 1.976
29 H -15.566 -24.339 5.836
30 O -17.343 -18.366 4.689
31 H -12.655 -19.317 1.462

8.
The following is a quantum chemistry calculation of a 2-piece molecular cluster, C47H62N3 overall at a distorted geometry, from the Open Molecules 2025 dataset.

As for the net charge: +1. The value obtained for the frontier orbital gap is 3.2157 eV. The value obtained for the LUMO energy is -4.62 eV. Its highest occupied orbital energy is -0.28812 hartree.

Atoms and positions in Å:
1 H 2.342 -0.850 5.256
2 H -0.821 -1.777 -1.306
3 C 5.327 -1.828 2.629
4 C -3.296 -3.613 2.268
5 C 0.749 0.928 1.983
6 C 0.656 -0.102 1.070
7 C 5.261 -1.541 1.279
8 C -2.658 -1.299 1.390
9 H -2.901 5.772 -4.223
10 H -0.586 -3.291 1.653
11 H -1.151 5.490 -4.489
12 H 2.763 -2.551 5.622
13 C 4.734 -2.125 -1.564
14 H -0.556 2.848 -5.376
15 H 2.554 -4.265 3.810
16 N -0.500 -0.516 0.407
17 C -3.748 -0.884 2.169
18 C -2.651 -2.853 1.093
19 H 1.194 1.821 4.459
20 C 2.859 -1.298 1.422
21 H -3.097 -4.689 2.181
22 C -4.109 0.450 2.319
23 C -3.785 1.835 -5.139
24 H 2.441 -1.002 -2.101
25 C -1.841 -0.246 0.835
26 C -2.306 1.090 0.838
27 H -3.046 -2.560 -1.034
28 C 1.135 -1.822 -0.295
29 C 1.623 -3.767 3.513
30 C -2.800 0.852 -5.421
31 C 3.105 -0.254 -1.658
32 C 4.049 -1.227 0.651
33 C 4.153 -1.964 3.354
34 C -2.079 5.053 -4.110
35 H -0.555 3.138 1.493
36 H -4.984 0.717 2.911
37 H -2.854 -3.289 3.219
38 H -3.874 2.973 -0.343
39 C -1.810 2.271 -0.046
40 H 1.433 -4.009 2.458
41 C -0.644 1.986 -0.975
42 H -1.767 2.923 -6.697
43 H 6.189 -1.553 0.700
44 C -0.132 -1.448 -0.544
45 C -1.331 -3.592 0.914
46 H 0.288 1.825 -0.424
47 H -0.833 1.139 -1.641
48 H -0.491 2.875 -1.604
49 C 4.469 2.255 3.561
50 H -4.385 -3.511 2.308
51 H -1.754 1.038 -5.165
52 C -5.155 1.510 -5.358
53 C 3.131 1.617 1.647
54 H 5.264 1.972 1.567
55 H 2.530 0.489 -1.099
56 C 4.370 1.943 2.195
57 H -1.106 4.298 0.266
58 N 1.615 -1.044 0.755
59 C -1.405 3.431 0.868
60 C 2.894 -1.746 2.779
61 H -0.059 -1.839 2.480
62 H 5.051 1.133 -0.459
63 H 3.403 2.498 5.433
64 H 5.437 2.540 3.978
65 H -4.382 -1.617 2.668
66 N -2.366 3.835 -4.869
67 H -4.252 3.682 -4.078
68 C 2.013 -1.894 5.172
69 H 1.103 -1.993 5.780
70 C -1.345 3.458 -5.840
71 C 1.998 1.463 2.485
72 H 0.803 -4.185 4.113
73 C -2.984 2.719 -0.929
74 C 0.320 -1.693 3.487
75 H 3.550 0.287 -2.507
76 H 0.238 -0.632 3.740
77 C 2.101 1.844 3.847
78 H -2.395 -1.073 -6.294
79 H -0.870 4.379 -6.194
80 C -3.166 -0.350 -6.019
81 C -5.511 0.282 -5.897
82 C 5.358 0.213 -0.970
83 H -1.961 4.823 -3.039
84 H -3.595 -4.126 -0.394
85 H -2.701 3.604 -1.514
86 H -3.728 2.466 1.726
87 H -1.500 -4.665 1.100
88 C 3.332 2.226 4.376
89 H 1.723 -2.604 -0.750
90 H 6.292 -2.006 3.106
91 H -6.564 0.043 -6.058
92 H 6.324 -0.100 -0.567
93 H -4.506 -2.640 -0.038
94 C 1.714 -2.246 3.701
95 H -4.796 -1.600 -6.696
96 H -0.921 -3.548 -0.096
97 H 4.891 -1.925 -2.631
98 H 2.999 1.513 0.567
99 C -3.500 -3.057 -0.167
100 H -3.261 1.923 -1.632
101 H -0.368 -2.238 4.154
102 C -3.467 3.145 -4.629
103 H -0.191 1.268 2.411
104 H -2.221 3.744 1.528
105 H -5.912 2.256 -5.109
106 H 3.991 -2.926 -1.467
107 H 5.511 0.452 -2.031
108 C -4.517 -0.645 -6.252
109 C -3.397 1.427 1.650
110 C 4.255 -0.852 -0.857
111 H 4.237 -2.297 4.391
112 H 5.675 -2.493 -1.140

What are the E values for these records? In order: -3077.745520; -1309.512850; -599.511549; -314.339647; -3764.155505; -4306.594536; -3517.998803; -1992.079039 a.u..